Below is a molecular structure, C28H28N2OsSi, with properties calculated with the ωB97M-V functional and the def2-TZVPD basis.

ORCA input file:
```
! RIJCOSX wB97M-V def2-TZVPD def2/J DEFGRID3
* xyz 2 5
Os -0.93080 -0.51834 -0.04332
Si 0.55066 0.59646 -4.68768
N 0.47461 -1.98744 0.61243
N -2.00886 -1.88595 1.19339
C 2.06732 -1.99986 -4.27314
C -1.56070 1.59531 0.05512
C 2.52357 -3.13065 0.12006
C -2.12375 -4.03291 2.27063
C -1.09718 -1.79016 -1.48325
C -4.10525 -2.82962 1.81128
C -3.34725 -1.84761 1.19645
C 2.05945 -4.27332 0.78941
C -2.40717 0.83343 -4.04878
C 3.29576 -2.66891 -4.32659
C -3.17233 1.95240 -4.42043
C 3.17638 0.06893 -4.85754
C 0.01305 -3.08009 1.29350
C 0.11576 0.72214 1.39332
C -0.98334 1.24246 -6.06151
C 0.81279 -4.22306 1.42198
C -1.73677 2.41387 -6.34818
C 1.96744 -0.63022 -4.58433
C -1.25239 1.15094 1.37525
C 4.46984 -1.97885 -4.66014
C -0.39008 1.46303 -0.76053
C -3.50519 -3.94748 2.39290
C -2.81318 2.74602 -5.51753
C 0.65232 0.95841 0.07458
C 4.40389 -0.59493 -4.88842
C -1.38870 -2.99271 1.69038
C 1.73468 -1.98548 0.12592
C -1.24745 0.57384 -4.78520
H 3.33886 -3.73835 -4.08014
H 5.43110 -2.50170 -4.75342
H 1.20631 -2.55504 -3.92600
H -0.35579 0.77104 -6.82299
H -4.09337 -4.73548 2.86006
H 5.31581 -0.03184 -5.08573
H -1.58722 -4.91473 2.58639
H 2.10556 -1.05265 -0.30527
H 1.68655 0.82064 -0.21667
H 0.89802 1.88126 -4.23267
H -1.53056 3.03028 -7.22772
H -2.23563 -0.24598 -1.02486
H -3.78205 -1.05077 0.59461
H -0.28577 1.76518 -1.80331
H 2.65747 -5.18817 0.81780
H -3.44029 3.61400 -5.73639
H 3.12847 1.16186 -4.95922
H -1.92200 1.15850 2.23513
H -2.70312 0.22781 -3.19101
H 0.66238 0.37649 2.27129
H -2.13030 -1.93434 -1.79923
H 0.40287 -5.05680 1.99537
H -0.55740 -1.16899 -2.21651
H -2.52009 1.98469 -0.28232
H 3.47663 -3.10734 -0.42318
H -0.62238 -2.78406 -1.43348
H -4.06924 2.17748 -3.83478
H -5.17677 -2.74026 1.74900
*
```

**Kohn-Sham gap (alpha / beta)**: 4.0 / 4.0 eV
**E_HOMO (alpha / beta)**: -10.14 / -13.71 eV
**Energy relative to the best compared isomer or geometry (same formula, charge and spin)**: 251.24 kJ/mol

Below is a molecular structure, C28H28N2SiTc, with properties calculated with the ωB97M-V functional and the def2-TZVPD basis.

ORCA input file:
```
! RIJCOSX wB97M-V def2-TZVPD def2/J DEFGRID3
* xyz 2 4
Tc 0.49247 0.76473 0.69008
Si -0.40172 -1.62602 -0.59692
N -0.07811 2.34907 -0.56231
N 2.33758 1.67448 0.08144
C -0.53049 -5.01596 1.82942
C 0.76271 -5.08039 2.35366
C -4.44302 -1.19060 0.10768
C -4.90486 -0.66251 -1.10524
C -0.38299 -0.16269 2.41035
C 1.33678 -3.04899 1.16012
C 0.58112 3.97334 -2.21345
C 1.18232 1.53167 2.54816
C -0.75325 4.24730 -2.49179
C -0.08500 2.12301 2.21894
C -4.04135 -0.63560 -2.21204
C 3.41708 3.25296 -1.38586
C 3.56191 1.30862 0.55330
C 4.66861 2.85982 -0.92383
C 0.89674 3.02117 -1.24198
C 0.61793 -1.90077 -2.13353
C 1.69712 -4.10298 2.00137
C 2.26321 2.65180 -0.86857
C -3.13187 -1.66736 0.21416
C -0.89882 -3.98086 0.95930
C -1.74202 3.56633 -1.77322
C 0.03004 -2.98337 0.63109
C -2.72380 -1.08624 -2.09801
C -1.38915 2.62557 -0.81834
C -2.25158 -1.57961 -0.87533
C -1.05425 1.06879 2.12837
C 4.73173 1.86988 0.06255
C 1.00459 0.11227 2.62892
H 1.05265 -5.90230 3.01275
H -5.92866 -0.28507 -1.19458
H 2.07482 -2.28012 0.89933
H 3.58399 0.55941 1.34744
H -1.01754 4.96571 -3.26044
H 0.52011 -2.93482 -2.49983
H 5.57238 3.32079 -1.31483
H 0.26419 -1.21477 -2.91529
H -4.39593 -0.25872 -3.17059
H 3.28517 4.04063 -2.12515
H -2.79673 -2.09347 1.15887
H -2.05066 -1.05762 -2.95443
H 1.40679 4.45218 -2.72638
H -0.83664 -1.14402 2.45942
H -2.13458 2.04968 -0.25991
H -1.90645 -3.96621 0.52996
H -5.11420 -1.24160 0.96973
H 1.68580 -1.71414 -1.95677
H 1.07195 -0.60662 -0.12979
H -1.26569 -5.77805 2.09041
H 2.09236 2.07707 2.77570
H -0.90305 -0.13500 0.14688
H 1.77114 -0.61847 2.86365
H 5.67439 1.53125 0.47675
H -2.11534 1.18167 1.92331
H -2.80219 3.74269 -1.93849
H -0.27714 3.19038 2.14282
H 2.71939 -4.15730 2.37096
*
```

**Kohn-Sham gap (alpha / beta)**: 4.8 / 3.3 eV
**E_HOMO (alpha / beta)**: -10.77 / -13.81 eV
**Energy relative to the best compared isomer or geometry (same formula, charge and spin)**: 87.99 kJ/mol

Below is 2 unconnected molecules or ions with the total composition C28H28NO, with properties calculated with the ωB97M-V functional and the def2-TZVPD basis.

ORCA input file:
```
! RIJCOSX wB97M-V def2-TZVPD def2/J DEFGRID3
* xyz 1 1
O 0.35576 -2.42833 2.09234
N 1.86856 -1.78041 0.48180
C -5.20610 0.69048 1.45128
C 3.33503 0.25392 -3.16014
C -5.79854 1.00703 0.22597
C 2.79953 -0.36628 -4.41267
C 4.85011 1.84221 -2.12157
C 0.96390 1.60674 3.18538
C 0.58717 0.75951 4.23769
C 0.27744 1.58662 1.97737
C 3.33178 0.54151 -0.74887
C -0.47549 -0.12938 4.05244
C -7.28815 1.11554 0.11699
C -4.96030 1.25510 -0.87189
C -1.52309 0.62272 0.52114
C 1.36480 -1.78857 -2.93647
C -1.15399 -0.17144 2.84215
C 2.80969 -0.10366 -1.89113
C -2.95871 0.77812 0.47035
C -3.82844 0.64915 1.59843
C 4.37042 1.46701 -0.85525
C 2.13485 -1.74031 -4.20438
C 1.00949 -1.35176 -0.52771
C -3.58535 1.14657 -0.75767
C -0.81336 0.70060 1.78641
C -0.34784 -1.22852 -0.39442
C 4.30820 1.24533 -3.26028
C 1.71965 -1.08236 -1.82817
C 2.68967 -2.35815 2.68958
C 1.51309 -2.20555 1.75281
H 0.54992 -2.50337 -2.84658
H 1.47415 -1.97404 -5.04616
H 3.59808 -0.44757 -5.16051
H 1.10804 0.78923 5.19838
H -5.40781 1.54821 -1.82475
H 2.41766 -3.12507 3.42372
H 2.93262 -2.50280 -4.20762
H -0.85338 -1.64215 0.46705
H -1.93316 -0.91591 2.67058
H -2.94227 1.36423 -1.61411
H 1.79288 2.30331 3.32929
H 5.62957 2.59689 -2.21674
H 3.60195 -2.66382 2.15654
H -5.85507 0.50824 2.30988
H 2.04905 0.31268 -4.84580
H 2.91600 0.31386 0.23744
H -0.78836 -0.79837 4.85452
H 2.86115 -1.86935 0.26820
H -7.65563 2.14241 0.25109
H -0.89789 -1.01043 -1.31958
H 2.86756 -1.39902 3.20460
H -0.98614 0.95359 -0.37109
H 4.78169 1.90442 0.05411
H -3.40947 0.51970 2.59477
H 4.64375 1.53732 -4.25567
H 0.55797 2.26153 1.16234
H -7.76869 0.49156 0.87605
H -7.63397 0.77136 -0.86143
*
```

**Kohn-Sham gap**: 5.5 eV
**E_HOMO**: -10.72 eV
**Energy relative to the best compared isomer or geometry (same formula, charge and spin)**: 0.00 kJ/mol

Below is 5 unconnected molecules or ions with the total composition C28H28NO16S, with properties calculated with the ωB97M-V functional and the def2-TZVPD basis.

ORCA input file:
```
! RIJCOSX wB97M-V def2-TZVPD def2/J DEFGRID3
* xyz -1 1
S -2.20193 0.85373 3.32749
O 0.05271 -1.49712 -2.54526
O 4.60826 4.26146 1.22427
O 6.68776 -5.46408 0.93853
O 4.61564 -0.30500 -0.51339
O 4.74061 -4.39314 0.68691
O 7.70139 3.82702 1.77697
O -8.13431 1.07836 -1.61304
O -5.92653 3.54633 1.54167
O 2.07251 -0.53434 -2.57687
O 7.55051 2.17252 3.22850
O 4.75879 -6.63262 0.93696
O -8.72551 -0.93004 -2.40588
O -10.02474 0.09530 -0.87650
O -5.33681 1.92849 2.97528
O 0.73367 -0.23623 -0.79625
O -3.79859 3.42566 2.27854
N 0.01514 2.51526 3.14795
C 1.13415 0.68980 1.86605
C 3.35565 0.97316 1.08529
C -1.00142 1.85547 3.22646
C 5.88971 2.24319 1.53734
C 2.03541 -1.43488 -3.68858
C 2.74050 -0.84640 -4.88734
C 5.33814 -5.59720 0.86111
C 7.01027 -4.11086 0.57264
C -9.05760 0.08145 -1.56350
C 0.55090 -1.62884 -3.87883
C 5.73694 -3.38630 0.91963
C -7.66267 -0.45734 -3.23937
C -6.35038 1.70650 -3.14103
C 1.11921 1.94502 2.41311
C 2.24179 0.18903 1.19961
C 3.34380 2.26341 1.63037
C 0.93420 -0.70828 -1.86645
C -6.76683 1.88640 2.87779
C 2.25058 2.74822 2.27404
C -4.90688 3.00964 2.26863
C 4.62205 3.07525 1.45209
C 8.22306 -3.61664 1.32447
C -7.00838 2.61167 1.57913
C 7.15710 2.80418 2.21759
C -7.01377 0.58996 -2.37018
C -7.27075 0.46255 2.89052
C 4.62430 0.48351 0.41386
C 5.88100 1.01766 1.02236
H -6.98401 -1.26864 -3.49425
H 2.54065 -1.43000 -5.78721
H -5.63867 1.31375 -3.86754
H -7.15865 0.03002 3.88532
H -8.09312 -0.04965 -4.15782
H 3.81761 -0.82889 -4.72079
H 2.21213 -0.80856 0.78771
H 0.30479 -2.60765 -4.28670
H 2.43042 0.18652 -5.05165
H 7.19863 -4.08602 -0.50459
H -6.68977 -0.16058 2.20895
H 0.28656 0.01645 1.95868
H -6.30192 0.13991 -1.67214
H -8.32410 0.41520 2.61156
H 6.78457 0.41107 1.08487
H 9.12420 -4.10796 0.95492
H 8.14606 -3.85615 2.38567
H -6.93987 1.96364 0.70154
H 5.68560 -3.07930 1.96740
H -5.81533 2.37070 -2.46161
H 2.52017 -2.36775 -3.38654
H 5.56210 -2.51695 0.28723
H -7.18301 2.44106 3.72405
H 2.27856 3.75916 2.67412
H -7.09318 2.31596 -3.65773
H 8.34641 -2.53979 1.20760
H -7.96505 3.12991 1.56253
H 0.09187 -0.85601 -4.50209
*
```

**Kohn-Sham gap**: 6.0 eV
**E_HOMO**: -4.66 eV

Record order is preserved below.
Max |F|: 4.16, 2.56, 2.78, 1.95 eV Å⁻¹